[1]
65
Properties=species:S:1:pos:R:3 method="wB97M-V/def2-TZVPD" mol_weight_da=664.1 homo_ev=-9.67 total_charge=+1
Pd -1.357 -0.062 -0.455
C -3.180 4.893 -2.437
C -2.564 3.797 -3.022
C -2.443 2.611 -2.327
C -2.926 2.500 -1.013
C -3.564 3.615 -0.437
C -3.688 4.789 -1.149
N -2.824 1.315 -0.323
N -3.602 1.155 0.712
C -3.418 0.085 1.466
C -4.223 -0.222 2.588
C -3.932 -1.324 3.349
C -2.853 -2.143 2.991
C -2.125 -1.822 1.869
N -2.375 -0.743 1.130
H -3.273 5.815 -2.988
H -2.204 3.872 -4.037
H -2.036 1.732 -2.806
H -3.959 3.516 0.563
H -4.180 5.641 -0.703
H -5.051 0.424 2.820
H -4.529 -1.570 4.213
H -2.590 -3.009 3.573
H -1.316 -2.455 1.535
O 0.119 -1.712 -0.417
S 1.326 -1.743 0.506
C 2.587 -2.562 -0.501
C 3.887 -2.088 -0.445
C 4.865 -2.715 -1.201
C 4.535 -3.800 -1.998
C 3.228 -4.256 -2.055
C 2.244 -3.630 -1.310
C 1.047 -3.127 1.639
C 0.248 -4.201 1.291
C 0.040 -5.214 2.213
C 0.629 -5.145 3.467
C 1.419 -4.057 3.809
C 1.629 -3.040 2.892
H 4.137 -1.235 0.167
H 5.878 -2.350 -1.164
H 5.298 -4.281 -2.591
H 2.962 -5.099 -2.673
H 1.220 -3.962 -1.383
H -0.222 -4.237 0.319
H -0.585 -6.053 1.948
H 0.473 -5.942 4.180
H 1.866 -3.995 4.789
H 2.238 -2.184 3.141
N 0.005 0.577 -2.058
C 0.626 1.803 -1.637
C 0.649 2.120 -0.278
C 1.201 3.319 0.145
C 1.716 4.156 -0.812
C 1.749 3.871 -2.150
C 1.183 2.674 -2.566
S 2.594 5.688 -0.198
O 2.420 6.584 -1.305
O 1.873 5.966 1.013
O 3.874 5.026 -0.068
H -0.241 0.646 -3.047
H 0.649 -0.218 -1.961
H 0.241 1.416 0.464
H 1.220 3.616 1.181
H 2.194 4.560 -2.848
H 1.190 2.412 -3.612

---

[2]
49
Properties=species:S:1:pos:R:3 method="wB97M-V/def2-TZVPD" mol_weight_da=590.5 de_lowest_kcal_mol=47.91 homo_ev=-10.71 total_charge=+1
Au 0.022 -0.035 0.058
C -1.964 -2.370 -1.200
N -0.699 -1.711 -1.304
C 0.233 -2.088 -2.110
C 1.489 -1.462 -2.071
C 2.667 -1.616 -2.833
C 3.614 -0.795 -2.260
C 2.986 -0.138 -1.183
N 1.731 -0.542 -1.076
C -3.088 -1.462 -1.651
C -3.309 -0.250 -1.016
C -4.297 0.609 -1.461
C -5.103 0.238 -2.523
C -4.916 -0.989 -3.134
C -3.902 -1.834 -2.711
H -2.121 -2.632 -0.149
H -1.976 -3.293 -1.793
H 0.079 -2.905 -2.814
H 2.793 -2.268 -3.673
H 4.618 -0.619 -2.591
H 3.393 0.622 -0.543
H -2.690 0.024 -0.173
H -4.436 1.563 -0.976
H -5.884 0.898 -2.865
H -5.554 -1.295 -3.948
H -3.752 -2.783 -3.202
S -1.199 2.107 3.965
C -0.380 0.654 4.480
C -0.111 0.204 5.764
C 0.573 -0.989 5.902
C 0.979 -1.725 4.789
C 0.711 -1.286 3.511
C 0.024 -0.086 3.352
N -0.323 0.502 2.172
C -0.948 1.644 2.318
C -1.347 2.389 1.152
C -2.061 3.592 1.190
C -2.414 4.212 0.007
C -2.061 3.656 -1.211
C -1.344 2.464 -1.257
C -0.995 1.844 -0.085
H -0.428 0.770 6.624
H 0.802 -1.361 6.888
H 1.509 -2.654 4.926
H 1.021 -1.844 2.641
H -2.333 4.014 2.148
H -2.977 5.133 0.030
H -2.344 4.133 -2.137
H -1.085 2.031 -2.211

---

[3]
64
Properties=species:S:1:pos:R:3 method="wB97M-V/def2-TZVPD" s2=9.354 mol_weight_da=632.0 multiplicity=6 homo_ev="-6.53 / -6.55"
O -1.135 -2.311 0.059
C -1.964 -2.355 -1.155
C -2.995 -3.318 -0.564
H -1.464 -2.837 -1.995
H -2.224 -1.354 -1.368
C -1.808 -3.591 0.571
H -3.368 -4.201 -1.026
H -3.892 -2.950 -0.163
C -0.606 -4.539 0.126
H -0.285 -4.364 -0.909
H -0.789 -5.618 0.251
H 0.247 -4.209 0.696
C -2.129 -3.575 2.016
H -3.035 -2.986 2.170
H -1.311 -3.167 2.583
H -2.399 -4.562 2.445
Dy 0.366 0.436 -0.030
C -2.056 1.442 1.696
C -1.946 2.408 0.674
C -2.266 1.796 -0.572
H -1.827 3.469 0.812
C -2.792 0.515 -0.277
C -2.582 0.260 1.104
H -2.945 -0.635 1.597
H -1.914 1.618 2.757
H -2.266 2.277 -1.544
H -3.395 -0.088 -0.935
C 1.002 0.767 2.591
C 0.198 -0.381 2.779
C 0.862 -1.492 2.200
H -0.709 -0.410 3.371
C 1.955 -0.995 1.445
C 2.121 0.387 1.785
H 3.026 0.969 1.651
H 0.889 1.717 3.103
H 0.728 -2.525 2.474
H 2.631 -1.603 0.842
O 1.428 -0.994 -1.520
C 1.158 -2.223 -2.472
C 1.519 -1.795 -3.877
H 0.132 -2.456 -2.264
H 1.571 -3.188 -2.170
C 1.873 -0.276 -3.796
H 0.732 -2.013 -4.600
H 2.378 -2.228 -4.329
C 1.528 0.193 -2.380
H 1.271 0.298 -4.527
H 2.904 -0.102 -4.126
H 0.477 0.641 -2.538
H 2.210 0.981 -1.926
C 2.777 3.728 1.066
C 1.326 3.710 0.643
O 0.725 2.464 0.428
C 0.622 4.675 1.696
F 1.452 5.748 1.988
F -0.602 5.157 1.366
F 0.433 4.003 2.855
C 1.221 4.468 -0.716
F 1.769 5.748 -0.711
F 1.886 3.737 -1.653
F -0.040 4.542 -1.181
H 2.857 3.436 2.123
H 3.167 4.750 0.912
H 3.303 3.003 0.446

---

[4]
48
Properties=species:S:1:pos:R:3 method="wB97M-V/def2-TZVPD" smiles="COc1ccc(-c2ccc(CO[C@H]3CC[C@H](N=C=S)CC3)cc2)cc1F" mol_weight_da=371.5 de_lowest_kcal_mol=0.00 homo_ev=-8.23
F -6.331 0.277 -1.280
S 7.132 -0.118 -4.302
C 6.310 0.225 -2.980
N 5.688 0.462 -2.006
O -6.329 -2.673 -1.829
O 2.432 1.930 1.843
C -4.335 -2.748 -0.651
C -1.250 -0.990 1.868
C -1.596 1.113 0.763
C -3.286 -2.229 0.087
C -4.193 0.016 -0.233
C -0.092 -0.508 2.498
C -0.461 1.625 1.400
C -5.316 -0.569 -0.894
C -5.363 -1.960 -1.150
C -2.003 -0.211 0.990
C -3.185 -0.831 0.278
C 0.302 0.818 2.252
C -7.336 -2.022 -2.598
C 1.575 1.330 2.836
C 4.472 2.092 -0.582
C 3.683 -0.324 -0.832
C 4.586 1.716 0.882
C 2.658 0.157 0.205
C 4.360 0.881 -1.525
C 3.351 0.960 1.335
H -4.345 -3.797 -0.940
H -1.568 -1.987 2.103
H -1.992 1.762 -0.018
H -2.447 -2.903 0.356
H -4.218 1.087 -0.021
H 0.474 -1.124 3.195
H -0.122 2.638 1.267
H -8.061 -1.548 -1.946
H -6.901 -1.286 -3.282
H -7.859 -2.785 -3.201
H 2.077 0.516 3.398
H 1.279 2.074 3.573
H 5.289 2.730 -0.857
H 3.557 2.686 -0.704
H 4.471 -0.916 -0.361
H 3.210 -0.927 -1.600
H 5.522 1.170 1.073
H 4.675 2.639 1.463
H 1.934 0.768 -0.280
H 2.139 -0.717 0.627
H 3.724 1.237 -2.321
H 3.690 0.265 2.103

---

[5]
31
Properties=species:S:1:pos:R:3 method="wB97M-V/def2-TZVPD" mol_weight_da=206.0 homo_ev=-3.94 total_charge=-1
C -4.670 -0.741 1.527
C -3.765 -1.854 0.970
C -2.522 -1.323 0.257
C -1.479 -2.416 -0.060
O -0.226 -2.190 0.513
B 0.535 -1.073 -0.020
O 0.440 -0.970 -1.511
C 1.636 -0.362 -1.932
C 2.510 -0.285 -0.658
O 2.002 -1.268 0.192
H -4.693 -0.743 2.617
H -5.698 -0.815 1.166
H -4.299 0.238 1.221
H -4.338 -2.485 0.285
H -3.421 -2.487 1.790
H -2.825 -0.820 -0.666
H -2.042 -0.571 0.884
H -1.849 -3.372 0.340
H -1.394 -2.536 -1.147
H 0.206 0.032 0.507
H 2.102 -1.002 -2.695
H 1.456 0.636 -2.355
H 3.578 -0.440 -0.863
H 2.393 0.720 -0.218
C 4.206 3.830 0.457
N 3.215 3.623 -0.638
O 3.561 3.897 -1.774
O 2.144 3.175 -0.305
H 5.119 4.221 0.024
H 3.761 4.520 1.167
H 4.358 2.861 0.926

---

[6]
6
Properties=species:S:1:pos:R:3 method="wB97M-V/def2-TZVPD" mol_weight_da=69.0 de_lowest_kcal_mol=116.02 homo_ev="-2.64 / -2.64" total_charge=-1
C -0.419 0.022 -0.115
N -1.034 -1.067 0.052
N -2.527 1.238 0.053
N -2.547 -1.012 -0.052
N -2.925 0.129 0.030
H 0.527 0.155 0.133

---

| no. | largest force on an atom (eV Å⁻¹) |
| --- | --- |
| 1 | 4.3 |
| 2 | 2.2 |
| 3 | 5.1 |
| 4 | 1.9 |
| 5 | 0.5 |
| 6 | 7.1 |